DFT (ωB97M-V/def2-TZVPD) results for a structure of composition C5H15FHfO2P at a distorted geometry.

The geometry in XYZ format:
```
25
Properties=species:S:1:pos:R:3
C -2.3554 1.6129 -1.5232
C -0.9663 1.7778 -0.9411
O 0.0604 1.0302 -1.8339
C 1.4178 0.9078 -1.2712
C 1.5780 0.0580 -0.0119
O 0.8406 -1.1669 -0.1881
C 0.9791 -2.1685 0.5913
P -0.3113 -1.6510 2.5573
F -1.2442 -0.8004 1.4439
H -2.8433 2.5785 -1.6429
H -2.3325 1.1162 -2.5001
H -2.9698 0.9751 -0.8903
H -0.6455 2.8184 -0.9104
H -0.8826 1.3217 0.0431
H 1.8882 1.8845 -1.1245
H 1.9871 0.3693 -2.0551
H 2.6421 -0.1296 0.1504
H 1.1572 0.5811 0.8530
H 0.4662 -3.0606 0.2334
H 1.9078 -2.3431 1.1459
H 0.5167 -0.4701 2.6023
H -1.1328 -1.3932 3.6776
H -0.9716 -2.8452 2.1085
H 0.6420 -2.3976 3.2956
Hf 0.5722 1.3945 -3.8093
```

Values from the calculation:
- charge = +3
- ΔE to the lowest compared entry with this formula, charge and spin (eV) = 0.000
- molar mass (g/mol) = 335.6
- gap between HOMO and LUMO (eV) = 6.7250
- E (eV) = -22796.155
- spin multiplicity = 1
- HOMO energy (eV) = -20.488

Atom charges from the Löwdin analysis, given in e for atoms 1 to 2: number 1, C, carries -0.0289; number 2, C, carries -0.1123